# C26H22BBrCaClN6O6S2

C26H22BBrCaClN6O6S2 as an isolated structure (the ωB97M-V functional and the def2-TZVPD basis, the OMol25 dataset).

Output
E_tot	-171906.5334	eV
Kohn-Sham gap	0.2904	hartree
HOMO	-5.6	eV
charge	-1

Structure (XYZ):
```
66
C26H22BBrCaClN6O6S2 (the ωB97M-V functional and the def2-TZVPD basis)
Ca -0.12 0.47 0.24
C 3.13 -1.25 -1.39
N 3.16 -1.27 0.06
C 3.42 -2.38 0.85
C 3.46 -1.94 2.12
N 3.24 -0.59 2.14
B 3.38 0.24 3.46
N 2.39 1.44 3.48
C 2.79 2.75 3.64
C 1.70 3.54 3.58
N 0.62 2.70 3.36
C -0.77 3.11 3.27
C 1.07 1.42 3.29
S 0.05 0.07 3.03
C 3.04 -0.18 0.87
S 2.70 1.39 0.29
H 3.16 -2.28 -1.74
H 4.00 -0.71 -1.77
H 2.23 -0.77 -1.75
H 3.54 -3.36 0.42
H 3.61 -2.48 3.04
H 3.14 -0.52 4.37
H 4.49 0.71 3.53
H 3.83 3.00 3.77
H 1.58 4.60 3.66
H -0.82 4.18 3.47
H -1.36 2.56 3.99
H -1.17 2.91 2.27
O -6.21 0.26 0.28
C -5.79 -0.90 -0.18
O -6.56 -1.72 -0.64
C -4.33 -1.18 -0.10
C -3.77 -2.42 -0.33
Cl -4.48 -3.89 -0.81
N -2.43 -2.32 -0.16
N -2.09 -1.07 0.17
C -3.21 -0.37 0.21
C -3.11 1.12 0.49
O -4.14 1.71 0.87
O -1.98 1.63 0.31
C -1.41 -3.31 -0.35
C -1.45 -4.49 0.38
C -0.45 -5.43 0.18
C 0.57 -5.18 -0.72
C 0.60 -3.99 -1.43
C -0.39 -3.04 -1.25
H -5.44 0.85 0.60
H -2.25 -4.66 1.09
H -0.47 -6.36 0.74
H 1.35 -5.92 -0.88
H 1.39 -3.80 -2.15
H -0.38 -2.10 -1.80
Br -1.80 4.07 -6.43
C -0.94 3.62 -4.80
C -0.64 4.62 -3.90
C 0.00 4.29 -2.72
C 0.32 2.97 -2.44
C 0.01 1.97 -3.36
C -0.61 2.30 -4.56
C 0.34 0.52 -3.08
O 0.73 -0.20 -3.99
O 0.17 0.13 -1.86
H -0.91 5.65 -4.12
H 0.25 5.07 -2.00
H 0.84 2.72 -1.52
H -0.82 1.52 -5.28
```

***

# C26H22BrClFeN4O2S

C26H22BrClFeN4O2S as an isolated structure (the ωB97M-V functional and the def2-TZVPD basis, the OMol25 dataset).

Output
E_tot	-165154.4204	eV
Kohn-Sham gap (alpha / beta)	0.2769 / 0.2078	hartree
2S+1	6
HOMO (alpha / beta)	-10.4 / -10.5	eV
charge	+1

Structure (XYZ):
```
58
C26H22BrClFeN4O2S (the ωB97M-V functional and the def2-TZVPD basis)
Fe 1.55 -0.11 -0.02
C -1.61 2.88 1.58
O -0.97 1.92 0.75
C -1.37 1.71 -0.52
C -2.05 2.72 -1.34
C -2.46 2.35 -2.65
Br -3.14 3.49 -3.92
C -2.51 1.04 -3.07
C -1.92 0.03 -2.23
C -1.19 0.30 -1.01
O -0.52 -0.59 -0.30
C -2.32 -1.33 -2.45
N -1.64 -2.36 -2.00
C -2.26 -3.58 -2.43
C -1.81 -4.85 -2.29
C -2.31 -5.79 -3.22
C -3.39 -5.40 -3.97
C -3.93 -4.12 -4.01
C -3.33 -3.18 -3.24
N -3.33 -1.76 -3.24
H -1.54 3.92 1.22
H -1.13 2.79 2.60
H -2.67 2.62 1.73
H -2.01 3.77 -1.05
H -2.92 0.80 -4.04
H -0.78 -2.20 -1.48
H -1.07 -5.16 -1.51
H -1.90 -6.77 -3.45
H -3.80 -6.13 -4.66
H -4.81 -3.89 -4.62
H -4.07 -1.16 -3.63
Cl 2.89 -0.23 6.52
C 2.52 -0.96 5.00
C 3.45 -1.73 4.32
C 3.14 -2.11 3.00
C 1.98 -1.72 2.35
C 1.86 -1.96 0.93
C 1.04 -0.95 3.05
C 1.23 -0.70 4.39
H 4.44 -1.83 4.73
H 3.88 -2.73 2.44
H 0.93 -2.53 0.61
H 2.71 -2.43 0.54
H 0.07 -0.58 2.57
H 0.47 -0.19 4.97
C 3.30 5.75 0.83
C 3.02 4.27 0.92
C 2.82 3.54 2.11
C 2.58 2.21 2.06
N 2.18 1.68 0.89
C 2.40 2.37 -0.26
S 2.04 1.44 -1.69
N 2.94 3.60 -0.25
H 2.72 6.20 1.63
H 3.02 6.07 -0.24
H 4.36 5.95 1.07
H 2.57 4.06 3.08
H 2.61 1.56 2.91
```